1.
90
Properties=species:S:1:pos:R:3:forces:R:3 method="wB97M-V/def2-TZVPD" multiplicity=1 homo_ev=-10.701 gap_ev=8.5424 total_charge=+1
Pb 2.163566 0.352521 2.508630 0.0 -0.1 0.1
C -2.368223 -4.702674 0.558586 0.0 0.0 0.0
O -2.439342 -4.644144 1.975733 0.0 0.0 0.0
C -1.693446 -3.727216 2.611041 0.0 0.0 0.0
C -1.793637 -3.738170 4.018949 0.0 0.0 0.0
C -1.060743 -2.843245 4.731863 0.0 0.0 0.0
C -0.185343 -1.899287 4.128125 0.0 0.0 0.0
C 0.581802 -1.038023 4.986457 0.0 0.0 0.0
C 0.334737 -1.018414 6.471572 0.0 0.0 0.0
O 1.505853 -0.288656 4.592387 -0.1 0.1 0.0
C -0.107779 -1.887818 2.702558 0.0 -0.1 0.0
O 0.609962 -1.060986 1.987084 0.0 0.1 -0.1
C -0.875703 -2.818677 1.975544 0.0 0.0 0.0
H -3.023259 -5.514702 0.259580 0.0 0.0 0.0
H -1.348950 -4.913135 0.227396 0.0 0.0 0.0
H -2.716306 -3.768380 0.111799 0.0 0.0 0.0
H -2.442885 -4.458807 4.494466 0.0 0.0 0.0
H -1.137443 -2.867827 5.809090 0.0 0.0 0.0
H -0.722304 -0.901637 6.704003 0.0 0.0 0.0
H 0.899757 -0.196877 6.901661 0.0 0.0 0.0
H 0.677184 -1.952886 6.919974 0.0 0.0 0.0
H -0.791369 -2.781331 0.899384 0.0 0.0 0.1
O 0.510267 2.083785 3.100978 0.0 0.0 0.0
C 0.044344 2.333718 1.984388 0.0 0.0 0.0
N -0.963787 3.162626 1.672198 0.0 0.0 0.0
C -1.186225 3.195877 0.227152 0.0 0.0 0.0
C -0.122047 2.170628 -0.171239 -0.1 0.0 0.0
O 0.009196 1.796099 -1.378227 0.1 0.0 -0.1
N 0.547247 1.711985 0.845841 0.0 0.0 0.0
C -2.540264 2.621728 -0.180893 0.0 0.0 0.0
C -2.967938 2.774295 -1.497084 0.0 0.0 0.0
C -4.145772 2.179825 -1.918969 0.0 0.0 0.0
C -4.906721 1.430052 -1.030545 0.0 0.0 0.0
C -4.482788 1.277527 0.279797 0.0 0.0 0.0
C -3.298722 1.867564 0.704086 0.0 0.0 0.0
C -0.918424 4.585599 -0.332968 0.0 0.0 0.0
C 0.311816 4.932643 -0.877154 0.0 0.0 0.0
C 0.542399 6.231847 -1.309487 0.0 0.0 0.0
C -0.451294 7.190727 -1.193870 0.0 0.0 0.0
C -1.680650 6.848992 -0.646439 0.0 0.0 0.0
C -1.914856 5.551284 -0.222000 0.0 0.0 0.0
H -1.369804 3.813370 2.324124 0.0 0.0 0.0
H -2.377870 3.359248 -2.191556 0.0 0.0 0.0
H -4.474051 2.307182 -2.942209 0.0 0.0 0.0
H -5.830084 0.972115 -1.359489 0.0 0.0 0.0
H -5.071927 0.698363 0.978537 0.0 0.0 0.0
H -2.970448 1.731871 1.726448 0.0 0.0 0.0
H 1.100578 4.196585 -0.975117 0.0 0.0 0.0
H 1.501340 6.492269 -1.737424 0.0 0.0 0.0
H -0.270788 8.202276 -1.531867 0.0 0.0 0.0
H -2.460907 7.592820 -0.556140 0.0 0.0 0.0
H -2.883250 5.283172 0.184188 0.0 0.0 0.0
Cl 3.117767 -2.864311 3.311829 0.0 0.0 0.0
C 4.791576 -2.907565 2.697538 0.0 0.0 0.0
C 4.840548 -2.785360 1.192420 0.0 0.1 0.0
O 5.415023 -3.566618 0.490769 0.0 0.0 -0.1
O 4.211278 -1.687813 0.727927 0.0 0.0 0.0
H 5.233355 -3.856176 2.978688 0.0 0.0 0.0
H 5.338899 -2.087324 3.157860 0.0 0.0 0.0
C -0.241070 1.288720 -4.232731 0.0 0.0 0.0
C 1.049469 0.548946 -3.889663 0.0 0.0 0.0
C 2.278669 1.289708 -4.411978 0.0 0.0 0.0
Sb 1.275504 0.167087 -1.776853 0.0 0.1 0.0
C 3.177585 -2.653578 -2.476615 0.0 0.0 0.0
C 2.586285 -3.691803 -1.571551 0.0 0.0 0.0
C 4.474350 -2.456670 -2.682702 0.0 0.0 0.0
C -0.288463 -1.320891 -1.508847 0.0 0.0 0.0
C -0.649692 -2.066732 -2.789589 0.0 0.0 0.0
C -1.519229 -0.733704 -0.823346 0.0 0.0 0.0
H -0.356657 1.336240 -5.318298 0.0 0.0 0.0
H -0.217470 2.311256 -3.854987 0.0 0.0 0.0
H -1.129364 0.808745 -3.819497 0.0 0.0 0.0
H 1.017936 -0.449813 -4.335592 0.0 0.0 0.0
H 2.365491 2.279579 -3.956899 0.0 0.0 0.0
H 2.205348 1.434099 -5.492288 0.0 0.0 0.0
H 3.205697 0.748730 -4.211632 0.0 0.0 0.0
H 2.478678 -2.042730 -3.049543 0.0 0.0 0.0
H 2.081854 -3.235549 -0.713667 0.0 0.0 0.0
H 3.358103 -4.359617 -1.191837 0.0 0.0 0.0
H 1.840020 -4.287222 -2.100508 0.0 0.0 0.0
H 4.289969 -1.692943 -0.245191 0.0 0.0 0.0
H 4.825206 -1.697515 -3.370098 0.0 0.0 0.0
H 5.219397 -3.068328 -2.188892 0.0 0.0 0.0
H 0.186802 -2.020065 -0.815349 0.0 0.0 0.0
H -1.138282 -1.414768 -3.514468 0.0 0.0 0.0
H -1.350281 -2.873216 -2.556323 0.0 0.0 0.0
H 0.214559 -2.522450 -3.276237 0.0 0.0 0.0
H -1.998762 0.039229 -1.426765 0.0 0.0 0.0
H -1.277009 -0.310831 0.154068 0.0 0.0 0.0
H -2.257774 -1.524466 -0.660135 0.0 0.0 0.0

---

2.
58
Properties=species:S:1:pos:R:3:forces:R:3 method="wB97M-V/def2-TZVPD" multiplicity=1 homo_ev=-9.123 gap_ev=9.7271 total_charge=0
C 2.559914 -0.952173 2.357605 0.0 0.0 0.0
C 3.072519 -1.074893 0.928500 0.0 0.0 0.0
C 3.548494 0.280013 0.401773 0.0 0.0 0.0
C 3.923467 0.212205 -1.066002 0.0 0.0 0.0
O 2.844140 -0.275462 -1.854969 0.0 0.0 0.0
C 2.486466 -1.581313 -1.456450 0.0 0.0 0.0
C 1.986772 -1.611293 -0.008699 0.0 0.0 0.0
C 1.606934 -3.046003 0.341118 0.0 0.0 0.0
O 2.438301 -3.817329 0.793281 0.0 0.0 0.0
N 0.325224 -3.440414 0.080335 0.0 0.0 0.0
C -0.087881 -4.789751 0.417648 0.0 0.0 0.0
C -0.690101 -2.571821 -0.490250 0.0 0.0 0.0
C -1.479652 -1.809231 0.571977 -0.1 -0.1 0.0
C -2.522593 -0.791027 0.050960 0.1 0.1 0.0
C -2.674983 -0.634000 -1.481154 0.0 0.0 0.0
C -3.018283 0.802235 -1.804068 0.0 0.0 0.0
O -4.169310 1.169347 -1.962494 0.0 0.0 0.0
N -1.969584 1.690305 -1.879167 0.0 0.0 0.0
C -2.303144 3.110762 -1.913344 0.0 0.0 0.0
C -2.501235 3.667321 -0.493112 0.0 0.0 0.0
C -1.393722 3.120804 0.340173 0.0 0.0 0.0
C -0.536981 2.119072 -0.024720 0.0 0.0 0.0
N 0.300325 1.857831 1.005202 0.0 0.0 0.0
N 0.005186 2.653647 1.987763 0.0 0.0 0.0
N -1.019260 3.424212 1.599182 0.0 0.0 0.0
C -1.578876 4.404498 2.503778 0.0 0.0 0.0
C -0.634694 1.420534 -1.343884 0.0 0.0 0.0
H 1.727384 -0.244611 2.399479 0.0 0.0 0.0
H 2.233319 -1.918562 2.743839 0.0 0.0 0.0
H 3.344984 -0.576858 3.017132 0.0 0.0 0.0
H 3.902786 -1.787400 0.903228 0.0 0.0 0.0
H 2.750275 1.014429 0.540604 0.0 0.0 0.0
H 4.411503 0.619374 0.981882 0.0 0.0 0.0
H 4.169016 1.197272 -1.461963 0.0 0.0 0.0
H 4.794984 -0.442336 -1.211406 0.0 0.0 0.0
H 1.721562 -1.921589 -2.157334 0.0 0.0 0.0
H 3.349261 -2.256443 -1.546533 0.0 0.0 0.0
H 1.125550 -0.942587 0.070832 0.0 0.0 0.0
H 0.722791 -5.282062 0.944740 0.0 0.0 0.0
H -0.972713 -4.768522 1.057621 0.0 0.0 0.0
H -0.324551 -5.358872 -0.484998 0.0 0.0 0.0
H -0.215906 -1.888716 -1.192106 0.0 0.0 0.0
H -1.360514 -3.198376 -1.085016 0.0 0.0 0.0
H -1.973544 -2.541759 1.213655 0.0 0.0 0.0
H -0.761545 -1.289955 1.210890 0.0 0.0 0.0
H -3.507467 -1.020828 0.456336 0.0 0.0 0.0
H -2.261103 0.182124 0.472053 0.0 0.0 0.0
H -1.777233 -0.923012 -2.022368 0.0 0.0 0.0
H -3.491248 -1.247330 -1.857263 0.0 0.0 0.0
H -1.478198 3.632829 -2.402826 0.0 0.0 0.0
H -3.202778 3.241590 -2.506408 0.0 0.0 0.0
H -2.498744 4.759697 -0.513410 0.0 0.0 0.0
H -3.471959 3.347761 -0.104291 0.0 0.0 0.0
H -2.608983 4.150100 2.750051 0.0 0.0 0.0
H -0.974852 4.394360 3.405885 0.0 0.0 0.0
H -1.546959 5.394923 2.052481 0.0 0.0 0.0
H -0.460186 0.355191 -1.226188 0.0 0.0 0.0
H 0.117624 1.782095 -2.049583 0.0 0.0 0.0

---

3.
49
Properties=species:S:1:pos:R:3:forces:R:3 method="wB97M-V/def2-TZVPD" multiplicity=1 homo_ev="-4.423 / -4.424" gap_ev="6.2595 / 6.2602" total_charge=-1
Pd -0.981120 0.927742 -1.010992 1.6 -1.4 0.4
O -3.129378 0.611464 -4.228495 0.0 -0.1 0.2
S -2.270854 0.873497 -3.097900 -0.5 0.9 -1.8
O -3.040339 1.172159 -1.833460 0.2 -0.2 0.5
O -1.410698 -0.329922 -2.762868 0.2 0.6 0.4
O -1.319084 2.000656 -3.322110 -0.5 -0.2 -0.5
C -2.442999 -1.187522 0.452199 0.0 0.1 0.1
Si -1.656006 -0.053917 1.722585 -0.1 -0.1 0.3
C -3.024884 0.700161 2.769863 0.0 0.0 0.1
C -0.617324 -1.178900 2.825227 0.1 0.1 0.1
N -0.717416 1.179109 0.954388 -0.1 0.6 -0.3
C 0.010952 2.207686 1.511093 -0.2 -0.1 0.0
C 0.502556 3.279598 0.734409 0.0 -0.2 0.2
C 1.286863 4.273264 1.294430 0.0 -0.1 0.0
C 1.593116 4.268610 2.651211 0.0 0.1 0.0
C 1.076809 3.251591 3.441899 -0.1 -0.1 0.0
C 0.297022 2.245233 2.892122 0.0 0.0 0.0
H -2.974305 -1.998078 0.964802 0.1 0.1 0.1
H -1.698736 -1.635630 -0.206029 0.0 -0.1 -0.1
H -3.158925 -0.652423 -0.172222 0.0 0.0 -0.1
H -3.661936 -0.072221 3.216339 0.1 0.1 0.0
H -3.652500 1.343325 2.145169 0.0 0.0 0.0
H -2.614281 1.312768 3.579748 -0.1 0.0 -0.1
H -1.231262 -1.996598 3.220628 0.0 0.1 -0.1
H -0.182453 -0.645755 3.676923 0.0 -0.1 -0.1
H 0.204905 -1.617638 2.248940 -0.1 0.0 0.0
H 0.237124 3.314119 -0.308949 0.0 0.0 -0.2
H 1.665048 5.067971 0.660323 0.0 0.0 0.0
H 2.210160 5.048057 3.082823 0.0 0.0 0.0
H 1.284741 3.240112 4.506356 0.0 0.0 0.0
H -0.101641 1.464237 3.530349 0.1 0.1 0.0
N 0.962545 0.636167 -4.244112 -0.2 0.0 0.0
C 1.289673 0.125344 -3.047276 -0.1 -0.3 0.2
S 1.528035 1.221191 -1.765708 -0.4 -0.3 0.7
N 1.417520 -1.219746 -3.003316 0.1 0.2 0.1
C 1.705633 -2.154441 -1.979458 0.1 0.0 0.0
C 2.045112 -1.862645 -0.658837 -0.1 0.1 -0.1
C 2.326246 -2.898006 0.224890 0.0 0.0 0.0
C 2.277729 -4.225389 -0.173201 0.0 0.1 0.0
C 1.927271 -4.515550 -1.484335 0.0 0.0 0.0
C 1.643480 -3.493971 -2.372152 0.0 0.0 -0.1
H 0.345158 1.450316 -4.121034 0.0 0.0 -0.1
H 0.594822 -0.015539 -4.926546 0.0 0.0 0.0
H 1.058705 -1.669721 -3.829549 0.0 -0.1 0.0
H 2.080304 -0.842322 -0.318883 0.0 0.1 0.0
H 2.582284 -2.646901 1.248066 0.0 0.0 -0.1
H 2.500076 -5.022131 0.525882 0.0 0.0 0.0
H 1.870544 -5.544623 -1.819587 0.0 0.0 0.0
H 1.361719 -3.734810 -3.393658 0.0 0.0 0.1

---

4.
112
Properties=species:S:1:pos:R:3:forces:R:3 method="wB97M-V/def2-TZVPD" multiplicity=2 homo_ev="-0.816 / -0.814" gap_ev="4.4455 / 4.2959" s2=0.758 total_charge=-2
Na 0.076198 0.681249 0.534462 0.1 -0.6 0.1
C 1.390456 1.155625 3.576356 0.0 0.0 -0.1
C 2.504663 0.549424 2.789621 0.3 -0.2 0.0
C 3.820042 0.262699 3.210200 0.0 0.0 0.0
C 4.431311 -0.295429 2.108929 -0.1 0.0 0.0
N 3.523795 -0.328032 1.108468 0.3 -0.1 0.1
N 2.342698 0.177797 1.527604 -0.1 0.3 0.2
B 3.598034 -0.794600 -0.360254 -0.3 0.0 0.3
N 2.618696 -1.974819 -0.573683 0.2 0.0 -0.1
C 2.948839 -3.283685 -0.658091 -0.1 -0.1 0.0
C 1.780692 -4.009792 -0.678209 0.0 0.0 0.0
C 0.757317 -3.041662 -0.587609 0.3 0.0 0.0
C -0.716442 -3.255948 -0.510741 0.0 0.2 0.0
N 1.283669 -1.826145 -0.522466 -0.4 0.0 0.0
N 3.265279 0.416015 -1.265227 0.2 0.1 -0.2
C 4.152247 1.217727 -1.898281 0.0 0.1 0.0
C 3.468294 2.310587 -2.380800 0.0 0.0 0.0
C 2.133706 2.098229 -1.976029 0.2 0.0 0.0
C 0.942763 2.980581 -2.172127 0.0 -0.1 0.1
N 2.037223 0.959831 -1.307909 -0.4 0.2 0.0
N 4.983824 -1.314010 -0.816024 0.0 0.0 -0.3
C 5.215088 -1.686754 -2.092844 0.1 0.0 0.0
C 6.510272 -2.146845 -2.173319 0.0 0.0 0.0
C 7.006843 -2.018001 -0.862517 -0.1 0.0 -0.1
C 8.368956 -2.363837 -0.347015 -0.1 0.1 0.1
N 6.077729 -1.519069 -0.060633 0.2 0.0 0.2
H 1.713633 1.362197 4.597824 0.0 0.0 0.0
H 1.052661 2.080167 3.109737 0.0 0.0 0.0
H 0.529795 0.485487 3.601949 0.0 0.0 0.0
H 4.254998 0.442387 4.180682 0.0 0.0 0.0
H 5.428262 -0.664783 1.958494 0.0 0.0 0.0
H 3.973164 -3.619415 -0.683712 0.0 0.1 0.0
H 1.679550 -5.082172 -0.736307 0.0 0.0 0.0
H -0.937413 -4.279469 -0.202276 0.0 0.0 0.0
H -1.135280 -2.548328 0.214059 0.0 -0.1 0.0
H -1.187137 -3.074289 -1.481250 0.0 0.0 0.0
H 5.201614 0.980825 -1.954195 0.0 -0.1 0.0
H 3.875448 3.140187 -2.936579 0.0 0.0 0.0
H 1.243791 3.937073 -2.600906 0.0 0.0 0.0
H 0.211636 2.511800 -2.834321 0.0 0.0 0.0
H 0.450734 3.155097 -1.211662 0.0 0.0 0.0
H 4.445918 -1.603603 -2.843153 0.0 0.0 0.0
H 7.025622 -2.522079 -3.042707 0.0 0.0 0.0
H 8.981288 -2.781600 -1.145960 0.0 0.0 0.0
H 8.868060 -1.477151 0.047925 0.0 0.0 0.0
H 8.301644 -3.094315 0.460751 0.0 0.0 0.0
Te -2.752400 2.631872 -0.857919 0.1 -0.1 0.1
C -3.412991 3.830209 -2.468679 -0.1 0.3 -0.2
C -2.948274 3.605360 -3.769842 0.1 -0.2 0.2
C -3.305656 4.429804 -4.823207 -0.1 0.1 -0.1
C -4.138460 5.521669 -4.609556 0.0 -0.1 0.1
C -4.615482 5.761895 -3.326529 -0.1 0.1 -0.2
C -4.264701 4.925110 -2.279580 0.0 -0.1 0.2
H -2.281263 2.767856 -3.944037 0.0 0.0 0.0
H -2.917343 4.233298 -5.816268 0.0 0.0 0.0
H -4.404650 6.177444 -5.429484 0.0 0.0 0.0
H -5.264910 6.611011 -3.145133 0.0 0.0 0.0
H -4.647736 5.125668 -1.285660 0.0 0.0 0.0
C 0.014417 -4.799671 2.873590 0.0 0.1 0.1
N 0.864882 -3.913856 3.649031 0.0 0.0 0.0
C 2.248940 -4.332282 3.562179 -0.1 0.0 0.0
C 0.730797 -2.519045 3.199297 0.0 0.0 0.1
C -0.651480 -1.935360 3.411514 -0.4 0.0 0.2
C -1.280429 -2.172026 4.638723 0.1 0.0 0.0
C -2.537862 -1.644424 4.897343 0.0 -0.1 0.1
C -3.162849 -0.877478 3.922406 -0.2 0.1 -0.1
C -2.519573 -0.645710 2.707745 0.0 -0.1 0.3
C -1.246956 -1.155346 2.401872 0.4 0.3 -0.6
H 0.072686 -5.813269 3.284316 0.0 0.0 0.0
H 0.304044 -4.831877 1.811211 0.0 0.0 0.0
H -1.016044 -4.449786 2.939104 0.0 0.0 0.0
H 2.333262 -5.382854 3.857533 0.0 0.0 0.0
H 2.855148 -3.728788 4.241890 0.0 0.0 0.0
H 2.664997 -4.221166 2.545450 0.0 0.0 0.0
H 0.995251 -2.408164 2.137982 0.0 0.0 0.0
H 1.461899 -1.940194 3.775526 0.1 0.0 0.0
H -0.776912 -2.778897 5.389148 0.0 0.0 0.0
H -3.022206 -1.826919 5.852849 0.0 0.0 0.0
H -4.147070 -0.453876 4.122263 0.0 0.0 0.0
H -3.033689 -0.028482 1.968498 0.0 0.0 0.0
N -2.497520 -0.545727 -1.147343 0.0 -0.1 0.0
C -3.290567 -1.303860 -1.503822 0.1 0.2 0.0
N -4.213324 -2.174317 -1.923901 0.0 -0.3 0.1
C -5.597634 -1.717864 -1.864197 -0.1 0.2 -0.1
C -5.876206 -0.679722 -2.964700 0.1 -0.1 0.0
C -4.982330 -0.949119 -4.189259 -0.1 -0.1 0.0
C -4.689152 -2.443240 -4.343408 0.0 0.1 0.1
C -3.893331 -2.950706 -3.125403 -0.1 0.0 -0.2
H -5.787017 -1.307509 -0.873857 0.0 -0.1 0.0
H -6.230590 -2.598630 -1.992886 0.0 0.0 0.0
H -5.667290 0.322030 -2.585843 -0.1 0.0 0.0
H -6.931835 -0.720295 -3.244643 0.0 0.0 0.0
H -4.035330 -0.417070 -4.070335 0.0 0.0 0.0
H -5.459118 -0.563910 -5.091750 0.0 0.1 0.0
H -4.109146 -2.622800 -5.249789 0.0 -0.1 0.0
H -5.629650 -2.993176 -4.443452 0.0 0.0 0.0
H -2.824364 -2.859485 -3.309373 0.0 0.0 0.1
H -4.109634 -4.005480 -2.933493 0.0 0.0 0.0
C -1.570002 5.546290 0.851474 0.0 -0.2 0.0
Si -0.632773 4.168334 1.792226 0.0 1.1 0.7
C 1.094359 4.938018 2.084173 -0.1 -0.2 -0.1
C -1.429230 4.100617 3.526981 0.0 -0.1 -0.2
O -0.620305 2.783002 1.052473 -0.1 -0.6 -0.7
H -1.602318 6.494318 1.397642 0.1 0.0 0.1
H -2.601367 5.235812 0.650925 0.0 0.1 0.0
H -1.093041 5.731220 -0.117298 0.0 0.0 0.0
H 1.033391 5.885495 2.630340 -0.1 0.0 0.0
H 1.599954 5.128680 1.132191 0.0 0.0 0.0
H 1.732410 4.262227 2.659935 0.0 0.0 0.0
H -1.477031 5.073733 4.027242 0.0 0.0 -0.1
H -0.860670 3.418320 4.165544 0.0 0.0 0.0
H -2.446944 3.703980 3.459819 0.0 0.0 0.0

---

5.
3
Properties=species:S:1:pos:R:3:forces:R:3 method="wB97M-V/def2-TZVPD" multiplicity=1 homo_ev=-9.690 gap_ev=9.3771 total_charge=0
N -0.355785 0.118711 0.227387 0.4 0.7 0.7
O 0.791401 0.467223 0.287849 -0.3 -0.1 0.0
H -0.435616 -0.585934 -0.515236 -0.1 -0.7 -0.7

---

Values of E, in order: -78610.419, -33799.365, -62640.907, -81095.396, -3550.918, all in eV.
Values of energy relative to the best compared isomer or geometry (same formula, charge and spin), in order: 0.0, 43.2, 37.3, 27.3, 0.2, all in kcal per mole.